A structure of composition C43H54CeN5O2P2S3Si2, computed with ωB97M-V with the def2-TZVPD basis set.

Output
* E: -136785.6191 eV
* multiplicity: 2
* ⟨S²⟩: 0.75
* HOMO (alpha / beta): -6.781 / -6.790 eV
* HOMO-LUMO gap (alpha / beta): 6.42 / 6.43 eV

Geometry as XYZ:
```
112
Properties=species:S:1:pos:R:3:forces:R:3:mulliken_spin:R:1
H -1.49367 4.78092 1.02739 0.44 -0.22 0.47 0.000
H -3.55305 -0.79585 2.20176 0.23 -0.07 0.04 0.000
H -4.49999 -0.43974 -5.00320 0.24 -0.05 0.57 0.000
C 1.98047 3.83061 -2.25431 -0.15 0.54 0.31 0.003
C -0.20053 -2.46406 -4.28137 -0.44 -0.14 -0.23 0.000
O 3.48048 -1.32539 -0.91788 0.77 0.63 1.15 0.000
H 1.17016 -2.15317 1.89659 0.02 0.17 0.06 0.001
H 2.43200 5.01155 2.23673 0.10 -0.21 -0.43 0.000
C -2.97019 -0.83761 -1.45909 0.34 -0.08 0.37 -0.002
H -1.36743 -3.39853 5.90172 0.22 0.12 -0.02 0.000
H 0.18133 1.88133 3.58142 0.44 0.29 -0.05 0.000
H 3.23568 -1.34547 -5.58457 -0.40 -0.18 0.11 0.000
N 3.49927 -0.36677 1.49890 0.44 -0.41 0.02 0.006
C 1.69470 -2.85063 -5.70578 0.02 0.08 -0.13 0.000
C -2.68561 -0.50232 -3.84191 0.28 -0.17 -0.13 0.000
C -1.61185 -3.62670 -0.19358 0.18 -0.31 0.48 0.000
H -5.01448 -0.99635 -0.75417 0.48 0.07 -0.58 0.000
H 3.78269 4.99536 -2.47771 -0.36 0.01 -0.21 0.000
H 2.47063 2.86517 -2.28994 0.17 0.03 0.13 -0.004
C 4.21887 -1.02893 2.45219 0.08 0.48 -0.65 0.003
H 8.20859 -3.53804 2.05903 -0.17 0.01 -0.29 0.000
H -0.02145 -4.17750 -5.55209 0.24 0.38 -0.04 0.000
H 0.04738 -2.45044 6.48532 -0.33 -0.10 -0.18 0.000
N 0.27715 -1.45647 -1.05576 -0.82 -1.42 0.78 -0.002
C 0.45001 -3.24236 -5.23139 -0.36 -0.31 0.17 0.000
H -4.40722 3.27911 -3.76783 0.26 -0.19 0.55 0.000
H -2.50689 -0.88153 -0.45263 -0.36 -0.12 -0.71 0.002
C -4.29102 2.45750 -0.47107 -0.05 -0.13 0.47 0.000
H -1.21389 -0.31305 5.97826 0.23 -0.28 -0.08 0.000
C -4.06211 -0.56646 -3.99997 -0.43 0.54 -0.55 0.000
H 1.66934 -4.95952 -0.91895 -0.26 0.39 -0.44 0.000
H 6.57407 -1.41466 -1.38269 0.31 -0.30 0.79 0.000
C 2.69280 5.02931 -2.40594 -0.20 -0.34 -0.09 0.001
C -2.07063 2.70824 -1.35933 0.52 0.01 0.56 0.001
C 2.25491 -1.67415 -5.21893 0.46 0.63 0.14 0.000
O 4.15987 0.95280 -0.55641 0.60 -0.71 0.66 0.002
C 2.12011 4.55043 1.27980 -0.64 -0.05 0.34 0.000
C 5.68724 -1.16557 0.54171 -0.90 -0.02 -0.23 0.001
C 1.60824 -0.88454 -4.25280 0.09 -0.29 -0.55 0.000
H 0.47338 -3.75778 2.04071 0.33 0.18 -0.22 0.000
H -2.61793 -1.19932 5.53472 0.26 -0.20 -0.12 0.000
C 5.48708 -1.54925 1.85772 1.44 -0.59 0.26 -0.001
H 2.20831 -3.44428 -6.47033 -0.14 0.25 0.39 0.000
H -2.46752 2.16195 0.69677 -0.41 0.33 -0.75 0.001
C -1.76592 -0.93373 3.06521 0.19 0.25 -0.16 0.000
Si 0.62195 3.40614 1.64679 -0.02 0.42 -0.69 0.002
C 0.60533 3.86733 -1.98687 -0.69 0.41 0.39 -0.004
C 6.46098 -2.40526 2.42707 -1.43 0.86 0.05 0.000
H 2.58031 7.20625 -2.58354 -0.43 -0.79 0.23 0.000
H -3.76564 -3.21649 2.80835 0.00 0.31 0.31 0.000
H -1.59120 -4.67792 0.14268 -0.07 0.21 -0.10 0.000
C -3.79174 -2.39314 3.54950 0.18 -0.63 0.24 0.000
C 1.06253 2.43712 3.21284 -0.52 0.43 0.23 0.003
H 8.30625 -3.00257 -0.40374 -0.44 0.33 0.74 0.000
C 6.61718 -1.67760 -0.30837 1.05 -0.32 -0.59 0.000
C 1.13689 -4.17717 -1.51060 -0.22 -1.19 0.42 0.000
H 2.05598 0.03463 -3.86715 -0.09 -0.31 -0.09 0.000
C -5.24381 -2.08402 3.93438 0.27 0.32 -0.06 0.000
H -5.72441 -2.94814 4.42542 0.26 0.32 -0.37 0.000
C 2.02255 6.26116 -2.41556 0.17 0.14 0.05 0.000
N 0.35293 2.33917 0.30220 -0.44 1.00 0.77 -0.003
C -1.52446 -1.27502 5.54367 -0.21 0.32 -0.28 0.000
H -5.80354 -1.81204 3.02415 0.00 -0.09 0.44 0.000
H -1.90664 3.11305 -3.45244 -0.27 0.09 0.09 0.000
C 0.64374 6.28313 -2.22164 -0.51 0.20 -0.44 0.000
H -3.23925 -2.73679 4.43007 -0.12 -0.02 -0.30 0.000
H 2.96192 3.99973 0.81492 -0.42 0.30 0.31 0.000
C 7.45588 -2.89365 1.60497 0.70 -0.13 0.54 0.000
C 7.54898 -2.54791 0.26682 0.25 -0.15 -1.54 0.000
C -0.06527 5.08774 -2.01992 0.05 0.56 0.29 0.000
H -4.95219 2.23182 0.36913 0.17 0.04 -0.24 0.000
H 1.88106 -3.62218 -2.08333 -0.06 0.07 0.04 0.000
H -1.19678 -2.75639 -3.92508 0.48 -0.08 -0.09 0.000
C -1.00283 4.37119 1.93368 0.40 0.06 0.58 0.000
H 1.39398 3.16603 3.97687 -0.25 -0.24 -0.22 0.000
H -2.11437 -3.60746 -1.16774 0.10 0.07 0.14 0.000
C -2.13932 -0.67787 -2.57040 0.09 -0.14 0.61 -0.002
H -1.48425 -2.44806 7.38388 0.22 0.17 -0.55 0.000
H -5.26436 -1.23662 4.63993 -0.10 -0.26 -0.29 0.000
C 0.24088 0.99285 -1.93807 -0.89 -0.06 -0.39 -0.006
C -3.98233 3.03917 -2.78000 0.18 -0.10 -0.65 0.000
C 0.35544 -1.28090 -3.80070 0.11 -0.46 0.58 -0.003
H 0.08432 7.23477 -2.26672 0.43 -0.57 0.10 0.000
H -0.04842 -1.13601 4.01865 -0.14 0.06 0.11 0.000
C -1.04606 -2.45903 6.36390 -0.13 -0.10 0.62 0.000
C -4.82897 2.74589 -1.71546 -0.36 0.18 -0.22 0.000
H -2.23608 -3.07271 0.53531 0.40 -0.10 -0.35 0.000
Si 0.19443 -3.04519 -0.33545 -0.02 0.65 -0.82 0.001
S -1.05164 0.05261 1.84200 -0.85 -0.71 0.73 -0.003
C -4.34374 -0.88697 -1.62835 -0.57 0.39 0.43 0.000
H -1.71739 3.69975 2.44931 0.24 0.28 -0.28 0.000
S 4.22186 -0.41057 -0.01596 -1.46 -0.07 0.38 0.001
H 0.46366 -4.71569 -2.21431 0.40 0.40 0.34 0.000
H -5.91950 2.73497 -1.87660 0.65 0.07 0.17 0.000
S 3.91929 -1.24943 4.07058 -0.44 0.22 -0.65 0.000
P -0.35131 -0.60303 -2.26098 1.21 2.81 -0.23 -0.005
H -2.02387 -0.32106 -4.70254 -0.39 -0.20 0.43 0.000
H -0.76928 5.19172 2.64314 -0.31 -0.20 -0.38 0.000
C 1.07105 -3.10441 1.37740 -0.11 -0.42 -0.57 0.000
H -5.97182 -0.67833 -2.98952 -0.09 -0.08 -0.19 0.000
C -2.59512 2.97803 -2.61757 -0.41 0.10 -0.04 -0.001
P -0.26860 2.45738 -1.18484 1.36 -2.18 -1.90 0.008
H 2.08696 -3.53681 1.25357 -0.58 0.23 0.15 0.001
H -1.15221 5.11259 -1.83129 0.68 0.11 -0.08 0.000
H 1.88772 1.73798 3.11642 0.19 -0.24 -0.21 -0.002
Ce 1.40800 0.28477 0.03437 -0.68 -0.36 0.21 1.000
N -3.09113 -1.23663 2.98836 0.29 0.33 0.03 0.000
H 1.80349 5.37088 0.61741 0.21 -0.25 0.01 0.000
C -2.91143 2.44269 -0.28055 0.15 -0.15 0.42 -0.001
H 6.36150 -2.67144 3.48408 0.10 0.00 -0.47 0.000
N -1.03482 -1.33828 4.14118 -0.56 0.10 -0.08 0.000
C -4.89667 -0.70185 -2.89405 0.35 -0.43 0.23 0.000
```
Forces are in eV/Å.